Record 1
# C11H17N4

A cluster of 2 separate species, C11H17N4 in total in a non-equilibrium geometry (ωB97M-V/def2-TZVPD, the OMol25 dataset).

Values from the calculation:
energy above the lowest of the compared OMol25 structures with the same formula, charge and spin	0.00	kcal/mol
LUMO	-2.82	eV
M	205.28	g mol⁻¹
charge	+1

Structure (XYZ):
```
32
Properties=species:S:1:pos:R:3:forces:R:3
C 1.56836 0.03381 2.40598 -0.97 0.02 0.72
C 1.56213 0.37173 0.95946 0.87 -0.23 -0.09
C 1.69188 1.60005 0.40640 0.02 -0.03 0.48
C 1.49493 -0.56034 -0.14291 -0.22 -0.10 0.40
C 1.58010 0.18634 -1.31711 -0.01 -0.33 -0.52
C 1.31848 -1.95727 -0.19230 0.40 0.51 0.22
C 1.49152 -0.42767 -2.57799 -0.86 0.98 0.44
C 1.09310 -2.52907 -1.42037 -0.15 0.06 0.35
C 1.07555 -1.73268 -2.58536 0.86 -0.78 -0.23
N 1.64132 1.52912 -0.98269 0.36 0.25 0.27
H 0.52612 0.00793 2.75690 0.14 -0.03 0.16
H 2.09305 0.73410 3.05150 0.04 0.33 -0.27
H 1.75760 2.53111 0.94762 0.17 0.17 -0.26
H 2.14493 2.21431 -1.52350 -0.19 -0.04 -0.25
H 1.43664 -2.50275 0.74062 -0.30 -0.23 -0.27
H 1.58528 0.19634 -3.45859 -0.07 -0.29 -0.18
H 0.95224 -3.59875 -1.49480 -0.10 0.01 -0.10
H 0.88590 -2.24328 -3.51347 0.02 0.04 -0.30
H 1.97497 -0.93435 2.67366 0.17 -0.29 -0.43
C -1.97495 -0.95831 -0.56279 0.77 0.05 -0.10
C -2.29354 1.07348 0.76652 0.59 -0.58 0.62
N -2.41253 -0.24115 0.63682 -0.54 -0.46 -0.17
N -1.35969 1.71820 0.09566 -0.13 0.39 -0.40
N -3.07248 1.72034 1.64752 -0.01 0.92 0.16
H -3.21817 -0.65037 1.09217 0.12 0.11 0.04
H -0.59627 1.21940 -0.33837 -0.08 -0.04 -0.24
H -1.20313 2.69871 0.25164 0.01 0.01 0.06
H -3.37189 1.26592 2.49561 -0.20 -0.26 -0.21
H -2.87408 2.70479 1.78050 -0.08 -0.22 0.04
H -1.97800 -2.02843 -0.39704 -0.33 -0.06 0.21
H -0.92798 -0.74809 -0.78833 -0.15 0.16 0.02
H -2.59138 -0.69319 -1.41295 -0.16 -0.03 -0.17
```
Forces are in eV/Å.

Record 2
# C11H17N5O4

The molecule C11H17N5O4 in a non-equilibrium geometry (ωB97M-V/def2-TZVPD, the OMol25 dataset).

Values from the calculation:
SMILES	NC(=O)CC[C@H](NC(=O)[C@@H](N)Cc1c[nH]cn1)C(=O)O
energy above the lowest of the compared OMol25 structures with the same formula, charge and spin	97.26	kcal/mol
LUMO	0.49	eV
M	283.29	g mol⁻¹

Structure (XYZ):
```
37
Properties=species:S:1:pos:R:3:forces:R:3
C -2.56168 0.23627 -1.21361 0.54 -0.03 0.06
C -1.65925 -0.79337 -0.57440 1.87 -0.25 3.00
C -2.22552 -0.02095 -2.64340 -0.38 -1.90 -0.98
C -0.91065 0.55968 -3.00397 1.88 -1.54 -1.07
C 0.19846 -0.15313 -3.53914 -0.60 4.95 0.67
C 0.55749 2.09829 -3.44894 -0.13 0.52 0.08
C 0.08773 -0.96565 1.16924 1.29 -4.75 1.12
C -0.72398 -2.08623 2.08974 -1.01 -0.19 1.29
C 0.76826 0.09106 2.04428 -2.15 -2.27 0.45
C 1.96555 -0.47981 2.69085 0.87 -0.05 1.61
C 2.77699 0.68442 3.27094 -0.73 3.12 -2.68
H -1.97845 2.09360 -1.73757 -1.22 -0.45 3.14
H -3.23643 2.11496 -0.31407 2.76 -1.94 -1.96
H -3.55551 -0.08554 -1.14737 -1.58 -0.69 0.71
H -2.12229 -1.19149 -2.53564 -0.59 2.25 -1.80
H -3.06246 0.35946 -3.28386 0.85 -0.54 0.22
H 0.41072 -1.14369 -3.82250 0.06 -0.86 -0.09
H 1.17178 2.99839 -3.79114 -1.58 -0.86 1.30
H 2.11330 0.75043 -4.12732 -2.16 0.82 0.51
H -0.83044 0.70657 0.63603 -0.80 0.28 -0.65
H 0.69790 -1.74416 0.46911 -0.54 2.13 1.49
H 0.97821 0.92679 1.43728 0.30 1.07 -0.45
H -0.05147 0.27895 2.81070 1.15 0.37 -0.79
H 2.56017 -1.04547 1.92101 -0.28 0.29 1.14
H 1.58842 -1.07898 3.56302 0.77 -0.18 -0.97
H 4.07997 -0.57376 4.64303 -1.62 3.89 -2.27
H 4.33382 1.21478 4.45593 0.18 0.49 0.11
H -1.11023 -3.03220 0.37319 -0.22 0.04 2.38
N -2.36633 1.59027 -0.81158 -1.23 3.29 -0.34
N -0.67134 1.90701 -2.87917 2.39 0.25 -2.38
N 1.11105 0.94041 -3.81919 0.71 -3.34 -0.23
N -0.80783 -0.27543 0.41558 -3.52 0.20 -3.31
N 3.78292 0.44415 4.14735 0.71 -3.68 1.64
O -1.63041 -2.00193 -0.92070 0.15 1.70 0.88
O -1.02145 -1.99647 3.28590 1.30 0.44 -2.61
O 2.51220 1.85571 2.77648 1.68 -3.81 2.60
O -1.16924 -3.18294 1.41392 0.87 1.25 -1.83
```
Forces are in eV/Å.

Record 3
# C11H17N7O9Pd

A structure of composition C11H17N7O9Pd in a non-equilibrium geometry (ωB97M-V/def2-TZVPD, the OMol25 dataset).

Values from the calculation:
energy above the lowest of the compared OMol25 structures with the same formula, charge and spin	6.35	kcal/mol
LUMO	3.46	eV
M	497.72	g mol⁻¹
charge	-2

Structure (XYZ):
```
45
Properties=species:S:1:pos:R:3:forces:R:3
Pd -0.34026 1.58012 -0.58461 -0.56 0.38 0.00
N -0.40751 1.21066 1.57414 -0.04 -0.26 -0.38
C -1.17757 0.30253 2.41969 0.08 0.02 0.07
C -0.27934 -0.44538 3.43376 0.06 -0.10 0.07
C 1.03985 -1.05070 2.91486 -0.05 -0.04 0.05
C 1.00855 -1.84993 1.60494 0.07 0.06 -0.04
N -0.14433 -2.74893 1.45042 0.00 0.30 -0.19
C -0.57901 -3.59338 2.34388 -0.12 -0.10 0.11
N 0.28977 -4.15120 3.23560 0.03 -0.07 -0.13
N -1.88794 -3.88406 2.38265 0.05 -0.03 -0.12
C -2.07981 -0.75883 1.74206 -0.08 -0.04 0.20
O -2.81579 -1.38501 2.57629 0.04 -0.02 -0.30
O -1.96339 -1.03989 0.54092 0.01 -0.07 -0.14
H 0.57268 0.95064 1.46172 0.02 0.06 0.06
H -0.46045 2.16129 1.91031 0.04 0.01 -0.02
H -1.88327 0.90599 2.99493 0.02 -0.01 0.06
H -0.89215 -1.22021 3.90030 0.01 0.05 0.01
H 0.00159 0.24902 4.23159 0.01 0.02 0.00
H 1.44392 -1.66587 3.72592 -0.02 -0.04 -0.01
H 1.78106 -0.27354 2.73605 0.00 0.00 0.00
H 1.94921 -2.39242 1.47233 0.00 -0.01 0.01
H 0.93406 -1.16516 0.75723 -0.01 -0.01 0.07
H -0.86921 -2.33099 0.83243 -0.04 0.01 0.15
H 1.26085 -4.13325 2.96653 0.00 0.04 0.03
H -0.00650 -4.99267 3.69819 -0.03 0.05 0.06
H -2.48062 -3.02121 2.19959 -0.05 -0.07 0.29
H -2.19163 -4.46071 3.15039 -0.03 0.06 -0.02
O -0.83475 4.02237 -6.37408 0.60 -0.35 -1.26
C -0.02535 3.05224 -6.22099 0.25 -0.28 -0.07
O 0.65469 2.50656 -7.10274 -0.17 0.18 0.08
C 0.11337 2.51672 -4.81795 0.21 -0.10 -0.26
C 0.96728 1.48920 -4.49370 0.05 -0.07 0.12
N 0.83903 1.26420 -3.17614 0.03 0.06 -0.08
N -0.04436 2.08795 -2.60525 0.07 -0.03 0.08
C -0.49318 2.86899 -3.59050 -0.14 -0.11 0.27
C -1.48751 3.94814 -3.31855 -0.41 0.62 -0.56
O -1.84310 4.65368 -4.38565 -0.63 0.13 2.15
O -1.93041 4.17715 -2.21859 -0.02 -0.05 0.31
H -1.37310 4.34041 -5.25612 0.16 -0.01 -0.66
H 1.64166 0.93702 -5.12345 0.01 -0.02 0.02
H 1.37405 0.67342 -2.54572 0.03 0.02 -0.01
O 4.29724 -0.29785 0.06076 -0.03 -0.02 0.00
N 3.15445 0.16879 -0.11510 0.15 -0.04 0.04
O 2.48092 0.53630 0.87446 0.27 0.09 -0.01
O 2.68635 0.25780 -1.26282 0.16 -0.18 -0.03
```
Forces are in eV/Å.

Record 4
# C11H17NO2S

A cluster of 2 separate species, C11H17NO2S in total in a non-equilibrium geometry (ωB97M-V/def2-TZVPD, the OMol25 dataset).

Values from the calculation:
energy above the lowest of the compared OMol25 structures with the same formula, charge and spin	86.26	kcal/mol
LUMO	0.85	eV
M	227.33	g mol⁻¹

Structure (XYZ):
```
32
Properties=species:S:1:pos:R:3:forces:R:3
C 4.48634 -1.45141 1.89233 -1.90 0.94 0.43
C 4.28721 -0.16660 1.45838 -0.15 0.81 -1.51
C 3.37509 -2.29303 2.09568 1.58 -0.91 0.50
C 3.00743 0.25598 0.97575 3.65 2.48 0.47
C 2.17122 -1.92018 1.56559 0.47 0.18 -0.20
C 2.04644 -0.67366 1.00069 -3.13 -0.09 -1.23
C -4.28051 0.74924 0.28551 -0.37 -2.23 -0.54
C -3.04425 1.38970 0.72336 2.03 1.50 0.06
C -3.39466 1.91366 -1.85729 0.31 1.48 3.51
C 1.39318 -0.14372 -2.06926 0.54 1.67 2.27
C -3.16089 0.95017 -0.69433 -0.54 1.06 -0.90
N 0.51211 -0.97754 -1.26537 2.81 -0.47 1.69
O -0.66645 -1.13770 0.92359 -1.08 -1.58 1.32
O -2.38980 -0.10190 -1.12752 0.57 0.11 -1.70
S 0.32431 -0.30123 0.29938 1.61 1.90 -1.06
H 5.46342 -1.66712 2.17022 1.46 -0.96 0.66
H 5.16515 0.49822 1.30565 -0.79 -0.43 0.34
H 3.58603 -3.21764 2.67286 -0.62 0.44 -0.79
H 3.06223 1.35151 0.63971 -1.12 -1.86 0.24
H 1.30288 -2.50370 1.43049 -0.76 -1.10 0.58
H -4.47231 -0.31787 0.55807 0.07 1.12 0.02
H -2.94094 2.47503 0.85669 -0.46 -0.49 0.30
H -2.31733 0.81402 1.27651 -0.10 -0.06 0.27
H -5.12776 1.35356 0.12091 -1.01 0.43 0.01
H -3.92031 2.77454 -1.43379 -0.22 0.00 -0.04
H -2.56656 2.36856 -2.32815 1.57 0.02 -0.26
H -3.98643 1.53952 -2.59084 -1.85 -1.55 -2.10
H 2.12787 0.42520 -1.36993 -1.29 -0.71 -1.37
H 1.99413 -0.75634 -2.66807 0.75 -0.68 -1.27
H 0.73290 0.54606 -2.58513 0.64 0.43 -0.55
H -0.33494 -0.95478 -1.72568 -2.66 -0.11 -0.47
H -2.43482 -0.82057 -0.53601 0.01 -1.35 1.33
```
Forces are in eV/Å.

Record 5
# C11H17NO2S

The molecule C11H17NO2S (ωB97M-V/def2-TZVPD, the OMol25 dataset).

Values from the calculation:
SMILES	CCC[C@@H](C)NS(=O)(=O)c1ccccc1
energy above the lowest of the compared OMol25 structures with the same formula, charge and spin	8.12	kcal/mol
LUMO	0.78	eV
M	227.33	g mol⁻¹

Structure (XYZ):
```
32
Properties=species:S:1:pos:R:3:forces:R:3
C -1.00986 2.97351 1.87510 0.07 0.09 -0.22
C 0.16945 3.23066 0.94135 0.08 -0.04 0.22
C 1.32833 2.24075 1.10711 -0.30 -0.01 -0.41
H 2.24567 2.71017 0.74490 0.07 -0.07 0.06
H 1.47137 2.01300 2.16713 0.11 -0.02 0.09
C 1.15637 0.92922 0.33258 0.74 0.12 -0.21
N 0.03504 0.14041 0.79774 -0.89 0.04 -0.29
S -1.34287 0.02254 -0.11917 0.34 -0.36 0.35
O -1.37026 1.05145 -1.11956 0.23 -0.20 -0.04
O -2.44530 -0.10674 0.79074 0.18 -0.24 0.05
C -1.05260 -1.54789 -0.92097 -0.20 0.48 0.07
C -1.37990 -2.71087 -0.25301 -0.11 -0.10 0.11
C -1.10326 -3.93173 -0.84584 -0.01 0.07 0.05
C -0.49959 -3.97177 -2.09345 0.03 -0.02 -0.06
C -0.17669 -2.79729 -2.75498 0.02 -0.02 0.03
C -0.45451 -1.57496 -2.16463 0.01 0.13 -0.13
H -0.22977 -0.64132 -2.65528 0.05 0.08 -0.14
H 0.28842 -2.83425 -3.72854 0.03 0.01 -0.08
H -0.28370 -4.92410 -2.55473 0.01 -0.07 -0.04
H -1.35781 -4.84984 -0.33818 -0.03 -0.06 0.05
H -1.85761 -2.63882 0.71094 -0.07 -0.10 0.13
H -0.14052 0.17022 1.78742 -0.29 -0.05 0.18
C 2.42850 0.08001 0.39653 -0.28 0.17 -0.14
H 2.67968 -0.14276 1.43085 0.07 -0.05 0.14
H 3.26010 0.61028 -0.05925 0.15 0.04 -0.01
H 2.27602 -0.85782 -0.13165 0.02 -0.10 -0.04
H 0.92794 1.16192 -0.71210 0.19 0.11 0.08
H -0.18300 3.19932 -0.09072 0.05 0.11 -0.06
H 0.55087 4.23641 1.13636 -0.02 -0.01 -0.08
H -1.71121 3.80288 1.81628 -0.12 0.02 0.06
H -1.54605 2.06980 1.59943 -0.11 0.05 0.15
H -0.67324 2.88761 2.90759 -0.01 -0.02 0.12
```
Forces are in eV/Å.

Record 6
# C11H17NS

The molecule C11H17NS in a non-equilibrium geometry (ωB97M-V/def2-TZVPD, the OMol25 dataset).

Values from the calculation:
SMILES	CN[C@@H](C)Cc1ccc(SC)cc1
energy above the lowest of the compared OMol25 structures with the same formula, charge and spin	16.33	kcal/mol
LUMO	0.92	eV
M	195.33	g mol⁻¹

Structure (XYZ):
```
30
Properties=species:S:1:pos:R:3:forces:R:3
C -2.31958 -0.68675 -3.51370 0.53 0.16 0.38
C -1.50720 0.72864 -1.52531 0.46 0.49 -1.49
C -2.20674 -0.08509 -0.47062 -0.22 1.11 0.64
C -0.04042 0.37366 -1.70789 0.99 -1.76 1.38
C 0.82897 0.21612 -0.42840 -1.31 0.87 0.95
C 0.64270 1.07338 0.68988 2.35 -2.90 0.34
C 1.38983 0.82201 1.90351 -0.73 0.44 -2.25
C 2.34954 -0.20478 1.94059 -0.93 0.24 -0.05
C 2.15373 0.00593 4.68185 0.12 1.04 0.86
C 2.47681 -1.06801 0.83049 -1.45 2.46 0.73
C 1.70118 -0.85898 -0.27559 -0.40 -0.05 -1.81
H -2.66747 -1.42422 -2.79523 0.06 -0.30 0.27
H -1.43015 -1.09566 -4.02749 -0.28 0.27 0.32
H -3.11841 -0.65280 -4.26114 0.20 0.51 0.07
H -2.92429 1.15683 -2.96160 -0.01 0.20 0.24
H -1.51501 1.78502 -1.34147 -0.48 0.72 0.54
H -1.88722 -1.08722 -0.55836 0.26 -1.34 0.14
H -1.94946 0.29195 0.52468 0.05 -0.27 -0.10
H -3.29212 -0.04824 -0.53660 -0.08 0.09 -0.26
H 0.50029 0.99786 -2.40801 -0.33 0.35 -0.26
H -0.11289 -0.63195 -2.14722 0.54 0.09 -0.10
H -0.11702 1.78487 0.61574 -0.85 1.35 0.25
H 1.19311 1.51268 2.71519 0.27 -0.28 0.16
H 2.55026 -0.38081 5.64671 -0.47 0.09 -0.71
H 1.17661 -0.36031 4.42816 -0.47 -0.53 0.27
H 2.02716 1.10566 4.79807 0.45 -0.60 -0.18
H 3.13108 -1.84902 0.80251 1.72 -2.03 0.37
H 1.74159 -1.55176 -1.14014 0.25 0.30 0.69
N -2.06090 0.64168 -2.88595 -0.83 -0.57 -1.08
S 3.28604 -0.51069 3.40734 0.59 -0.13 -0.31
```
Forces are in eV/Å.

Record 7
# C11H17OPS

A cluster of 2 separate species, C11H17OPS in total in a non-equilibrium geometry (ωB97M-V/def2-TZVPD, the OMol25 dataset).

Values from the calculation:
energy above the lowest of the compared OMol25 structures with the same formula, charge and spin	118.50	kcal/mol
LUMO (alpha / beta)	-2.84 / -2.78	eV
M	228.30	g mol⁻¹

Structure (XYZ):
```
31
Properties=species:S:1:pos:R:3:forces:R:3
C -3.74665 1.62001 -0.38144 -1.93 3.01 -0.52
C -3.21645 1.23915 0.80555 -2.78 -3.12 1.65
C -2.83947 2.00831 -1.33756 -2.08 0.75 -3.23
C -1.91313 0.90617 0.89086 2.72 0.40 1.15
C -1.47402 1.96021 -1.15497 -0.05 -0.50 -1.77
C -0.93936 1.32261 -0.06542 -0.60 -0.12 1.21
C 0.06996 -1.06670 -1.59226 3.77 -1.68 -1.16
C 2.48332 -1.25827 -0.61941 -1.30 -0.11 -0.50
C 0.47166 -1.64576 0.88303 3.22 -0.43 -3.04
C 1.37508 1.42196 1.69746 0.97 -0.46 -1.19
C 1.03838 -0.86408 -0.37623 -2.07 1.61 0.93
O 2.62598 0.81992 2.04596 -2.42 -0.60 1.38
P 0.88060 1.11573 -0.09648 0.90 -1.23 0.22
S 4.34856 2.14159 -0.39483 -0.23 -0.01 -0.16
H -4.83436 2.00073 -0.41937 1.67 -1.32 -0.35
H -3.94916 0.73335 1.53679 1.30 1.38 -0.63
H -3.30526 2.29068 -2.37604 1.27 -0.15 2.04
H -1.65863 0.45076 1.84090 0.60 -0.20 -0.19
H -0.86967 2.22337 -2.02564 0.15 0.19 0.48
H -0.93775 -0.94760 -1.32693 -1.43 -0.68 0.49
H 0.21541 -0.27819 -2.35062 0.34 -0.37 0.04
H 0.44351 -2.10853 -2.07864 -1.59 2.22 0.95
H 3.04364 -1.24327 0.25368 1.06 0.57 1.81
H 3.01261 -0.77922 -1.39812 0.31 1.26 -0.82
H 2.57326 -2.26913 -0.91137 -0.49 -1.61 -0.42
H -0.53105 -1.59595 1.04429 -2.84 0.84 0.53
H 0.63572 -2.68406 0.60928 0.16 -0.48 0.16
H 1.09067 -1.43008 1.70654 0.45 0.30 1.31
H 0.59943 1.10838 2.31056 -1.20 -1.42 1.42
H 1.37829 2.46217 1.91972 0.31 1.31 -0.33
H 3.21283 1.09592 1.38451 1.81 0.67 -1.48
```
Forces are in eV/Å.